[1]
Computed, not measured: 3 unconnected molecules or ions with the total composition C4H12O3, with ωB97M-V with the def2-TZVPD basis set.

ORCA input file:
```
! RIJCOSX wB97M-V def2-TZVPD def2/J DEFGRID3
* xyz 0 1
O -1.7614 -1.4680 2.5111
O 2.0898 -0.6081 -2.8363
O -1.4550 3.2643 -0.9743
C -0.7511 2.6389 -0.1314
C -0.9693 1.1718 0.2002
C 0.5038 -1.2690 -0.0274
C 0.3791 0.3369 0.3098
H 0.7389 -1.4602 -1.0851
H -0.4975 -1.7454 0.0382
H 0.1558 3.1985 0.4247
H -2.3287 -2.2604 2.5894
H 1.1054 0.8883 -0.4348
H -1.0618 -1.7607 1.8703
H -1.5070 1.0543 1.1412
H -1.4351 0.8024 -0.7726
H 2.8583 -1.2096 -3.0867
H 0.9488 -1.7130 0.9020
H 0.6949 0.4057 1.3303
H 2.2924 -0.2667 -1.9686
*
```

E   -10483.12515 eV
Energy above the lowest of the compared OMol25 structures with the same formula, charge and spin   46.4 kcal per mole
M   108.1 g mol⁻¹

These are the Mulliken partial charges, in e, on atoms 1 to 5: atom 1 (O): -0.634, atom 2 (O): -0.650, atom 3 (O): -0.506, atom 4 (C): -0.005, atom 5 (C): -0.246

---

[2]
Computed, not measured: 2 unconnected molecules or ions with the total composition C4H12O3, with ωB97M-V with the def2-TZVPD basis set.

ORCA input file:
```
! RIJCOSX wB97M-V def2-TZVPD def2/J DEFGRID3
* xyz 0 1
O -1.8586 2.4168 1.1178
O 2.1815 -0.8574 2.2133
O -1.7309 0.5676 -1.0080
C 0.6992 -0.4961 0.2303
C 1.7492 -1.3080 0.9879
C -0.6493 0.2497 -1.8704
C 0.1972 -0.8425 -1.1607
H 2.5919 -1.6997 0.3913
H -0.3360 -1.8257 -1.2297
H -0.1554 1.2512 -1.9692
H 1.5988 -1.0480 2.9526
H -2.5267 1.9597 1.4731
H -1.0914 -0.0161 -2.8404
H -1.9952 3.2693 1.0411
H -0.3079 -0.4094 0.7418
H 1.1044 0.5765 0.0815
H 1.2170 -2.3237 1.2635
H 0.9746 -0.9847 -1.8177
H -1.6623 1.5205 -0.5980
*
```

E   -10482.97202 eV
Energy above the lowest of the compared OMol25 structures with the same formula, charge and spin   50.0 kcal per mole
M   108.1 g mol⁻¹

These are the Mulliken partial charges, in e, on atoms 1 to 5: atom 1 (O): -0.574, atom 2 (O): -0.533, atom 3 (O): -0.546, atom 4 (C): -0.146, atom 5 (C): -0.604

---

[3]
Computed, not measured: 4 unconnected molecules or ions with the total composition C4H12O3, with ωB97M-V with the def2-TZVPD basis set.

ORCA input file:
```
! RIJCOSX wB97M-V def2-TZVPD def2/J DEFGRID3
* xyz 0 1
O -1.2376 1.7638 -0.5286
O -0.4158 -0.0125 -2.7835
O 1.4884 2.1520 0.6861
C 1.5112 -1.2113 -0.4326
C -1.6624 -1.1882 1.4745
C -0.3626 -0.9645 1.1030
C 0.3364 -1.6437 0.0168
H -1.9830 2.0862 -0.0140
H 2.0903 -1.6854 -1.2082
H 2.2219 2.3244 0.0804
H -0.5565 1.6050 0.1386
H -0.2305 -2.4627 -0.4088
H 0.1969 -0.1509 1.5747
H -1.8792 -1.3616 2.5198
H 1.9306 2.3949 1.5123
H -2.4408 -1.0503 0.7294
H -0.2138 -0.8666 -2.4024
H 1.9079 -0.3120 0.0252
H -0.7016 0.5834 -2.0826
*
```

E   -10482.22425 eV
Energy above the lowest of the compared OMol25 structures with the same formula, charge and spin   67.2 kcal per mole
M   108.1 g mol⁻¹

These are the Mulliken partial charges, in e, on atoms 1 to 5: atom 1 (O): -0.642, atom 2 (O): -0.667, atom 3 (O): -0.602, atom 4 (C): -0.581, atom 5 (C): -0.745

---

[4]
Computed, not measured: 2 unconnected molecules or ions with the total composition C4H12O3SSi, with ωB97M-V with the def2-TZVPD basis set.

ORCA input file:
```
! RIJCOSX wB97M-V def2-TZVPD def2/J DEFGRID3
* xyz 0 1
S 1.5221 1.0343 -1.0577
Si -0.2472 1.2824 0.1154
O 0.6138 -3.1298 0.4112
O -0.9656 -0.0093 0.9393
O -0.1272 2.7779 0.8184
C 0.2664 4.0209 0.2405
C 1.6135 -0.7134 -1.7264
C -1.9285 0.4711 -0.0745
C -0.4366 -3.5599 1.1802
H -0.9433 -2.6845 1.4634
H -1.1982 -3.9191 0.5334
H 1.1555 -0.8002 -2.7409
H -2.6097 1.2119 0.4823
H 1.0512 -2.3659 0.7985
H 1.0169 -1.3049 -1.1546
H 2.6771 -0.8305 -1.7932
H 0.3989 4.8040 1.1111
H -0.1531 -4.2167 1.9502
H 1.1493 3.9778 -0.3778
H -0.4705 4.2485 -0.4704
H -2.3849 -0.2947 -0.6485
*
```

E   -29197.25388 eV
Energy above the lowest of the compared OMol25 structures with the same formula, charge and spin   48.9 kcal per mole
M   168.3 g mol⁻¹

These are the Mulliken partial charges, in e, on atoms 1 to 5: atom 1 (S): -0.172, atom 2 (Si): 0.567, atom 3 (O): -0.504, atom 4 (O): -0.356, atom 5 (O): -0.283

---

[5]
Computed, not measured: 4 unconnected molecules or ions with the total composition C4H12O4, with ωB97M-V with the def2-TZVPD basis set.

ORCA input file:
```
! RIJCOSX wB97M-V def2-TZVPD def2/J DEFGRID3
* xyz 0 1
O 1.2718 0.0633 -2.3771
O 2.4904 0.3219 1.2512
O 0.9057 -1.7132 1.9043
O 0.0776 2.3738 -1.2828
C -1.1547 -0.7422 1.4344
C -0.2839 -1.6992 1.2276
C -2.3490 -0.5810 0.5240
C -2.2500 0.4186 -0.3361
H 0.9054 2.5298 -1.7448
H -2.7145 0.5830 -1.3087
H 1.1227 -0.0478 -3.3187
H 1.8054 0.5647 0.6214
H 3.3819 0.4709 0.9386
H -0.3552 -2.6366 0.7048
H -3.2270 -1.2080 0.6531
H -1.6449 1.2956 -0.1399
H 1.3419 -0.8205 -2.0098
H 1.4132 -0.8938 1.8160
H -0.9170 0.0759 2.1087
H 0.1801 1.6448 -0.6661
*
```

E   -12530.01325 eV
Energy above the lowest of the compared OMol25 structures with the same formula, charge and spin   71.0 kcal per mole
M   124.1 g mol⁻¹

These are the Mulliken partial charges, in e, on atoms 1 to 5: atom 1 (O): -0.549, atom 2 (O): -0.683, atom 3 (O): -0.512, atom 4 (O): -0.620, atom 5 (C): -0.219

---

[6]
Computed, not measured: 2 unconnected molecules or ions with the total composition C4H12OP, with ωB97M-V with the def2-TZVPD basis set.

ORCA input file:
```
! RIJCOSX wB97M-V def2-TZVPD def2/J DEFGRID3
* xyz 1 1
P 0.3543 0.7108 -0.0512
O 0.3541 -0.8155 -0.3300
C 1.5794 1.7057 -1.0579
C 0.8196 -2.0359 0.3399
C 0.4697 0.9394 1.7755
C -3.2540 -0.5400 -1.1347
H -4.3536 -0.4452 -0.7890
H 1.6314 1.2505 -2.1180
H 2.6309 1.5469 -0.7883
H -2.9665 -0.0137 -2.0465
H 1.1822 -1.8416 1.3408
H 1.1353 2.7473 -1.0307
H -2.5247 -1.0093 -0.5593
H 1.7164 -2.3777 -0.3474
H -0.0233 -2.7513 0.2410
H 1.4688 0.7758 2.1881
H -0.0090 1.9215 1.9952
H -0.2110 0.2322 2.3726
*
```

E   -15668.07872 eV
Energy above the lowest of the compared OMol25 structures with the same formula, charge and spin   43.5 kcal per mole
M   107.1 g mol⁻¹

These are the Mulliken partial charges, in e, on atoms 1 to 5: atom 1 (P): 0.632, atom 2 (O): -0.235, atom 3 (C): -0.844, atom 4 (C): -0.569, atom 5 (C): -0.984

---

[7]
Computed, not measured: 2 unconnected molecules or ions with the total composition C4H12OS, with ωB97M-V with the def2-TZVPD basis set.

ORCA input file:
```
! RIJCOSX wB97M-V def2-TZVPD def2/J DEFGRID3
* xyz 0 1
S -1.4066 -3.3524 3.3770
O 2.4780 3.4343 -5.0026
C 0.1075 -2.8225 4.2845
C 0.5416 3.2430 -3.6714
C -1.8068 -1.8293 2.4197
C 1.3504 4.1906 -4.5814
H -0.9837 -1.1259 2.3511
H 0.0415 -3.1733 5.3062
H 1.1003 2.3794 -3.3293
H 0.9679 -3.2841 3.7978
H -0.3983 2.9814 -4.1503
H -2.4181 -2.2353 1.6252
H -2.4399 -1.2283 3.0920
H 0.2877 -1.7558 4.1895
H 0.7339 4.4300 -5.4518
H 0.2695 3.7818 -2.7593
H 1.5813 5.1154 -4.0526
H 3.1620 3.9201 -5.4525
*
```

E   -17224.12044 eV
Energy above the lowest of the compared OMol25 structures with the same formula, charge and spin   32.8 kcal per mole
M   108.2 g mol⁻¹

These are the Mulliken partial charges, in e, on atoms 1 to 5: atom 1 (S): -0.088, atom 2 (O): -0.525, atom 3 (C): -0.755, atom 4 (C): -0.888, atom 5 (C): -0.772

---

[8]
Computed, not measured: 2 unconnected molecules or ions with the total composition C4H12OS, with ωB97M-V with the def2-TZVPD basis set.

ORCA input file:
```
! RIJCOSX wB97M-V def2-TZVPD def2/J DEFGRID3
* xyz 1 2
S 0.4424 -0.3839 2.4509
O -2.4453 -1.6503 -2.1756
C 0.2101 1.5710 -0.8230
C -0.6555 -1.2755 1.3078
C 1.3000 0.7682 1.3451
C 1.1796 0.5851 -0.1694
H -0.1016 -2.0464 0.7735
H 2.3763 0.7788 1.5570
H 1.0003 -0.4218 -0.5437
H 2.1652 0.8239 -0.5645
H -0.8258 1.3430 -0.5586
H -1.4046 -1.7935 1.9017
H -1.9424 -2.1651 -1.5213
H 0.3725 2.6147 -0.5554
H 0.9861 1.7701 1.6582
H -1.0978 -0.4827 0.7072
H -1.7962 -1.5601 -2.8786
H 0.2369 1.5247 -1.9114
*
```

E   -17216.47669 eV
Energy above the lowest of the compared OMol25 structures with the same formula, charge and spin   10.4 kcal per mole
M   108.2 g mol⁻¹

These are the Mulliken partial charges, in e, on atoms 1 to 5: atom 1 (S): 0.338, atom 2 (O): -0.619, atom 3 (C): -1.116, atom 4 (C): -0.756, atom 5 (C): -0.526

---

[9]
Computed, not measured: 2 unconnected molecules or ions with the total composition C4H12S, with ωB97M-V with the def2-TZVPD basis set.

ORCA input file:
```
! RIJCOSX wB97M-V def2-TZVPD def2/J DEFGRID3
* xyz 0 1
S -1.0133 1.4648 -0.8183
C 2.8162 -2.1722 2.4708
C -2.6003 0.9307 -1.6618
C -0.0765 0.0125 -1.1505
C 1.6522 -1.3205 1.8365
H 0.6402 -0.2837 -0.4064
H 0.8381 -1.2769 2.5588
H -0.7517 -0.8483 -1.1444
H 3.5026 -2.6631 1.7618
H 0.4213 0.1297 -2.1041
H -2.4480 -0.1461 -1.8702
H -2.7072 1.4620 -2.6031
H 1.8211 -0.2699 1.5264
H 3.4045 -1.5812 3.1730
H 1.3868 -1.9161 0.9779
H -3.4483 1.0647 -0.9676
H 2.2860 -2.9063 3.0552
*
```

E   -15177.10032 eV
Energy above the lowest of the compared OMol25 structures with the same formula, charge and spin   14.0 kcal per mole
M   92.2 g mol⁻¹

These are the Mulliken partial charges, in e, on atoms 1 to 5: atom 1 (S): -0.098, atom 2 (C): -0.903, atom 3 (C): -0.669, atom 4 (C): -0.442, atom 5 (C): -0.708

---

[10]
Computed, not measured: 2 unconnected molecules or ions with the total composition C4H12S, with ωB97M-V with the def2-TZVPD basis set.

ORCA input file:
```
! RIJCOSX wB97M-V def2-TZVPD def2/J DEFGRID3
* xyz 0 1
S 1.1628 1.9914 -2.9082
C -0.5223 0.0151 1.2615
C 1.0847 0.2229 -3.7160
C -1.4853 0.3289 2.4471
C 0.2074 -1.3383 1.4264
H -0.5081 -2.1810 1.4859
H 0.1649 -0.2584 -3.2906
H 1.9825 -0.2933 -3.3444
H 0.7146 -1.4922 2.4461
H -2.0006 -0.5711 2.7570
H -0.9807 0.8730 3.2631
H 1.1725 1.4735 -1.6311
H 0.3113 0.8142 1.3938
H 1.1691 0.5523 -4.8559
H 0.9671 -1.3524 0.7107
H -1.0376 0.2582 0.2705
H -2.4024 0.9572 2.2843
*
```

E   -15176.48117 eV
Energy above the lowest of the compared OMol25 structures with the same formula, charge and spin   28.2 kcal per mole
M   92.2 g mol⁻¹

These are the Mulliken partial charges, in e, on atoms 1 to 5: atom 1 (S): -0.175, atom 2 (C): -0.014, atom 3 (C): -0.700, atom 4 (C): -1.107, atom 5 (C): -1.073

---

[11]
Computed, not measured: 2 unconnected molecules or ions with the total composition C4H12S, with ωB97M-V with the def2-TZVPD basis set.

ORCA input file:
```
! RIJCOSX wB97M-V def2-TZVPD def2/J DEFGRID3
* xyz 0 1
S -2.0260 -0.0793 1.3730
C -1.3746 -1.0242 2.8160
C -1.5630 -1.2305 0.0136
C 1.6125 1.4275 -2.3054
C 1.6613 1.2238 -0.8045
H -1.3025 -0.3220 3.6343
H 2.3767 0.8217 -2.8024
H -0.3555 -1.2065 2.4550
H 2.6866 1.3780 -0.4506
H 0.7316 0.8886 -2.7091
H -2.5271 -1.5866 -0.3374
H 1.5603 2.4399 -2.7011
H -0.9856 -0.7574 -0.7773
H -1.8867 -1.9548 3.0174
H 0.9936 1.8779 -0.2498
H 1.4291 0.1706 -0.6306
H -1.0306 -2.0668 0.4589
*
```

E   -15177.24584 eV
Energy above the lowest of the compared OMol25 structures with the same formula, charge and spin   10.6 kcal per mole
M   92.2 g mol⁻¹

These are the Mulliken partial charges, in e, on atoms 1 to 5: atom 1 (S): -0.089, atom 2 (C): -0.811, atom 3 (C): -0.686, atom 4 (C): -0.854, atom 5 (C): -0.694

---

[12]
Computed, not measured: 2 unconnected molecules or ions with the total composition C4H12S, with ωB97M-V with the def2-TZVPD basis set.

ORCA input file:
```
! RIJCOSX wB97M-V def2-TZVPD def2/J DEFGRID3
* xyz 0 1
S -1.0111 3.0768 -0.4513
C 2.0854 -3.9304 2.0315
C -2.3778 4.1628 -1.1366
C -0.8611 1.7501 -1.7714
C 1.5032 -2.8124 1.1584
H -1.0959 0.8519 -1.2190
H 1.0224 -3.1766 0.2557
H -2.8998 3.6924 -1.9646
H -1.3591 1.9572 -2.7111
H -1.7863 5.0237 -1.4215
H -3.1372 4.3959 -0.3971
H 2.3953 -3.5439 3.0077
H 3.0159 -4.2859 1.5935
H 0.7116 -2.2498 1.6692
H 1.3193 -4.6625 2.2838
H 0.2014 1.7945 -2.0170
H 2.2740 -2.0440 1.0899
*
```

E   -15176.96183 eV
Energy above the lowest of the compared OMol25 structures with the same formula, charge and spin   17.2 kcal per mole
M   92.2 g mol⁻¹

These are the Mulliken partial charges, in e, on atoms 1 to 5: atom 1 (S): -0.101, atom 2 (C): -0.826, atom 3 (C): -0.750, atom 4 (C): -0.743, atom 5 (C): -0.820

---

Among the records above, which one has the highest M?
C4H12O3SSi

---

Look up the energy above the lowest of the compared OMol25 structures with the same formula, charge and spin of the fifth one.
71.0 kcal per mole